DFT (ωB97M-V/def2-TZVPD) results for 2 unconnected molecules or ions with the total composition C5H10O2.

For the total energy, the calculation gives -346.8648 hartree. Its energy above the lowest of the compared OMol25 structures with the same formula, charge and spin is 421.73 kJ/mol. For the largest force on an atom, the calculation gives 0.64 eV/Å. As for the net charge: 0. For the molar mass, the calculation gives 102.1 g mol⁻¹. The frontier orbital gap is 9.160 eV. The HOMO energy comes out at -8.82 eV.

```
17
Properties=species:S:1:pos:R:3:mulliken_charge:R:1
C 2.62 -0.58 -0.33 -1.18
C 1.26 -0.74 0.31 -0.08
O 0.24 -0.26 -0.62 -0.12
C -0.88 -0.90 -0.60 -0.50
C -1.57 1.42 1.30 -0.96
C -1.86 -0.40 -1.59 0.32
O -2.82 0.30 -1.37 -0.46
H 2.83 0.47 -0.54 0.31
H 3.39 -0.96 0.35 0.37
H 2.68 -1.14 -1.27 0.31
H 1.00 -1.78 0.54 0.41
H 1.15 -0.13 1.21 0.28
H -1.45 0.33 1.39 0.20
H -2.38 1.60 0.59 0.25
H -1.81 1.84 2.28 0.32
H -0.65 1.86 0.91 0.21
H -1.73 -0.92 -2.57 0.31
```

DFT (ωB97M-V/def2-TZVPD) results for a molecular structure, C46H43F5N10O2S3TeTi in a non-equilibrium geometry.

For the total energy, the calculation gives -5287.5927 hartree. Its energy above the lowest of the compared OMol25 structures with the same formula, charge and spin is 81.99 kJ/mol. For the largest force on an atom, the calculation gives 1.18 eV/Å. As for the net charge: +2. For the molar mass, the calculation gives 1134.6 g mol⁻¹. The frontier orbital gap is 7.280 eV. The HOMO energy comes out at -13.01 eV.

```
111
Properties=species:S:1:pos:R:3:mulliken_charge:R:1
Ti -1.57 0.07 -1.61 -1.31
N -1.21 0.16 0.21 1.21
S -1.06 0.05 1.68 1.43
N 0.43 -0.37 2.16 -0.30
S 1.63 0.52 1.68 1.37
N 1.69 1.07 0.23 0.16
S 1.66 0.31 -1.21 2.55
N 0.38 0.23 -1.95 0.18
C 2.82 1.28 -2.12 0.25
C 3.49 2.36 -1.56 -0.49
C 4.32 3.12 -2.38 -0.89
C 4.48 2.79 -3.72 -0.69
C 3.81 1.70 -4.26 -0.85
C 2.97 0.94 -3.46 -0.91
C 2.42 -1.27 -0.96 0.16
C 3.80 -1.43 -1.04 -0.51
C 4.34 -2.68 -0.81 -0.91
C 3.51 -3.75 -0.50 -0.85
C 2.13 -3.57 -0.42 -0.68
C 1.58 -2.33 -0.65 0.03
C 1.78 1.97 2.66 0.67
C 1.94 3.22 2.07 0.73
C 2.06 4.32 2.90 -1.02
C 2.04 4.17 4.27 -0.72
C 1.88 2.91 4.84 -0.89
C 1.75 1.79 4.04 -1.12
C 3.04 -0.46 2.09 0.59
C 4.28 0.16 1.93 -0.99
C 5.42 -0.54 2.26 -0.74
C 5.31 -1.85 2.74 -0.70
C 4.07 -2.45 2.88 -0.85
C 2.92 -1.76 2.56 -0.12
C -1.53 1.53 2.51 0.62
C -1.41 2.72 1.80 1.11
C -1.72 3.90 2.44 -0.94
C -2.16 3.88 3.76 -0.80
C -2.28 2.68 4.45 -0.94
C -1.96 1.48 3.83 -0.74
C -2.05 -1.24 2.36 0.08
C -3.40 -1.14 2.04 -0.69
C -4.25 -2.13 2.50 -0.73
C -3.75 -3.19 3.24 -0.71
C -2.40 -3.27 3.54 -0.78
C -1.52 -2.29 3.10 -0.25
H 3.36 2.62 -0.52 0.44
H 4.84 3.98 -1.97 0.51
H 5.12 3.39 -4.34 0.44
H 3.94 1.44 -5.30 0.49
H 2.44 0.09 -3.87 0.57
H 4.44 -0.59 -1.29 0.65
H 5.41 -2.83 -0.87 0.50
H 3.93 -4.73 -0.33 0.44
H 1.49 -4.41 -0.18 0.59
H 0.51 -2.17 -0.61 -0.05
H 1.91 3.34 1.00 -0.06
H 2.15 5.30 2.45 0.55
H 2.14 5.03 4.91 0.46
H 1.86 2.79 5.92 0.49
H 1.62 0.81 4.47 0.42
H 4.34 1.18 1.57 0.31
H 6.39 -0.08 2.16 0.50
H 6.21 -2.39 3.00 0.45
H 4.00 -3.46 3.25 0.51
H 1.94 -2.21 2.67 0.44
H -1.09 2.71 0.77 -0.68
H -1.62 4.84 1.91 0.51
H -2.41 4.81 4.26 0.47
H -2.63 2.68 5.48 0.52
H -2.06 0.54 4.36 0.59
H -3.78 -0.31 1.46 0.43
H -5.31 -2.07 2.28 0.53
H -4.42 -3.96 3.60 0.45
H -2.02 -4.10 4.13 0.51
H -0.47 -2.33 3.33 0.40
N -2.54 0.77 -5.55 -0.36
C -1.63 0.68 -4.57 0.50
N -0.50 1.38 -4.64 -0.08
O -1.86 -0.10 -3.59 -0.37
H -2.44 1.44 -6.29 0.20
H -3.46 0.41 -5.35 0.25
H -0.33 2.08 -5.34 0.28
H 0.18 1.24 -3.90 -0.22
N -1.85 2.09 -1.89 1.01
C -1.16 3.02 -2.02 0.38
C -0.27 4.05 -2.16 -0.33
C 0.23 4.28 -3.47 0.12
N 0.57 4.37 -4.56 -0.62
C 0.28 4.64 -1.00 0.43
N 0.75 5.07 -0.04 -0.52
C -4.27 -4.08 -2.59 -1.58
C -2.89 -4.39 -1.97 1.94
C -3.05 -5.04 -0.59 -1.48
C -2.05 -5.26 -2.91 -1.67
C -2.21 -3.11 -1.78 -0.06
N -1.68 -2.10 -1.64 0.25
H -4.81 -5.02 -2.71 0.46
H -4.16 -3.61 -3.56 0.38
H -4.85 -3.42 -1.94 0.32
H -3.59 -5.98 -0.71 0.45
H -3.62 -4.41 0.09 0.30
H -2.08 -5.26 -0.14 0.35
H -2.56 -6.21 -3.04 0.44
H -1.06 -5.45 -2.50 0.34
H -1.94 -4.79 -3.89 0.39
F -4.10 1.69 -3.14 -0.45
Te -4.65 1.31 -1.39 1.94
F -5.41 2.98 -1.48 -0.34
F -5.72 0.80 0.06 -0.42
F -3.65 2.07 0.01 -0.48
F -6.03 0.46 -2.31 -0.40
O -3.51 -0.13 -1.34 -0.81
```

DFT (ωB97M-V/def2-TZVPD) results for C7H5F2N in the gas phase in a non-equilibrium geometry.

For the total energy, the calculation gives -524.0586 hartree. Its energy above the lowest of the compared OMol25 structures with the same formula, charge and spin is 158.82 kJ/mol. For the largest force on an atom, the calculation gives 4.61 eV/Å. As for the net charge: 0. For the molar mass, the calculation gives 141.1 g mol⁻¹. The frontier orbital gap is 9.391 eV. The HOMO energy comes out at -9.56 eV.

```
15
Properties=species:S:1:pos:R:3:mulliken_charge:R:1
C 0.06 1.10 -0.02 -0.35
C -0.55 -1.34 0.40 -0.22
C 1.32 0.95 -0.21 0.12
C -0.89 -0.07 0.08 0.45
C 1.74 -2.27 0.66 -0.10
C 2.58 0.83 -0.12 0.14
C -2.32 0.27 -0.41 -1.31
N 0.71 -1.73 0.72 -0.03
F 3.39 0.95 -1.15 -0.24
F 3.24 0.46 0.92 -0.20
H -0.09 2.12 0.31 0.29
H -1.12 -2.21 0.18 0.40
H -2.60 1.21 -0.13 0.43
H -2.45 0.12 -1.45 0.30
H -3.02 -0.37 0.23 0.33
```

DFT (ωB97M-V/def2-TZVPD) results for 2 unconnected molecules or ions with the total composition C6H7I in a non-equilibrium geometry.

For the total energy, the calculation gives -530.2594 hartree. Its energy above the lowest of the compared OMol25 structures with the same formula, charge and spin is 542.07 kJ/mol. For the largest force on an atom, the calculation gives 5.81 eV/Å. As for the net charge: 0. For the molar mass, the calculation gives 206.0 g mol⁻¹. The frontier orbital gap is 8.322 eV. The HOMO energy comes out at -9.35 eV.

```
14
Properties=species:S:1:pos:R:3:mulliken_charge:R:1
C -0.47 -0.54 -0.25 -0.01
C 0.49 0.15 -0.01 -0.27
C -2.95 -2.34 -1.02 -0.43
C -2.64 -1.27 -0.42 -0.03
C 2.42 1.44 1.20 -0.99
C 1.70 0.96 -0.10 -0.37
I -3.97 0.26 0.22 0.15
H -3.97 -2.71 -1.17 0.31
H -2.18 -3.14 -1.45 0.23
H 3.02 2.26 0.88 0.31
H 2.92 0.63 1.62 0.32
H 1.70 1.88 1.97 0.28
H 2.52 0.51 -0.76 0.27
H 1.41 1.90 -0.71 0.22
```